A | Here is CH4ClNO2S as an isolated structure from OMol25. Energies are from ωB97M-V/def2-TZVPD.

Each line ends with the Mulliken charge.
Positions of all 10 atoms, in Å:
C -1.40 -0.70 0.04  -0.416
N 0.74 0.83 -0.04  -0.487
O -1.45 1.55 1.23  -0.552
O -1.23 1.55 -1.20  -0.576
S -0.89 1.01 0.06  0.987
Cl -3.04 -0.61 -0.12  -0.107
H -1.15 -1.00 1.16  0.277
H -0.76 -1.31 -0.75  0.323
H 1.00 0.16 0.67  0.281
H 1.24 1.68 0.03  0.270

The LUMO energy is 0.28 eV. As for the HOMO energy: -0.400 hartree. As for the total charge: 0. Its orbital gap is 11.174 eV.

=====

B | Here is the molecule CH4ClNO2S from OMol25. Energies are from ωB97M-V/def2-TZVPD.

Each line ends with the Mulliken charge.
Positions of all 10 atoms, in Å:
C 1.29 -0.52 0.73  -0.654
O 0.45 0.56 0.20  -0.201
S -1.01 0.28 -0.26  0.950
N -1.69 1.57 -0.65  -0.502
O -1.74 -0.54 0.64  -0.477
Cl -0.45 -1.10 -2.11  -0.296
H 1.77 -0.08 1.68  0.277
H 1.76 -1.02 -0.23  0.309
H 0.60 -1.23 1.27  0.302
H -0.99 2.06 -1.29  0.290

The LUMO energy is -1.16 eV. As for the HOMO energy: -0.400 hartree. As for the total charge: 0. The SMILES is CO[S@](=N)(=O)Cl. Its orbital gap is 9.734 eV.

=====

A has the most favorable energy; the next structure is 127.8 kJ/mol above.